No. 1
DFT (ωB97M-V with the def2-TZVPD basis set) results for a cluster of 6 separate species, C36H37N2 in total at a distorted geometry.

```
! RIJCOSX wB97M-V def2-TZVPD def2/J DEFGRID3
* xyz 1 1
C 1.46871 -0.45101 0.34812
C 0.61221 -1.00713 -0.65291
C -0.88984 -1.19617 -0.38290
C -1.75556 -0.01361 -0.40842
C -3.16361 -0.31381 -0.09333
N -3.44949 -1.61641 0.16441
N -2.71674 -2.69430 0.15877
C -1.42086 -2.53900 -0.11068
H 1.60944 0.65907 0.47981
H 2.09315 -1.08898 1.02769
H 1.08445 -1.27725 -1.63099
H -1.40980 1.01507 -0.63677
H -3.93866 0.49160 -0.04372
H -4.43515 -1.78000 0.40902
H -0.77540 -3.44968 -0.11744
C 6.12340 -2.61381 -3.50453
C 6.07536 -1.32886 -2.97703
C 5.09223 -0.99231 -2.05533
C 4.16289 -1.94404 -1.65396
C 4.21264 -3.22981 -2.17828
C 5.19015 -3.56407 -3.10684
H 6.88840 -2.87510 -4.22594
H 6.80459 -0.58874 -3.28524
H 5.05066 0.01170 -1.64879
H 3.39773 -1.68294 -0.93034
H 3.48757 -3.97250 -1.86290
H 5.22586 -4.56524 -3.51994
C -5.61911 4.98890 -0.49446
C -5.66880 4.87586 0.89035
C -4.67880 4.17612 1.56870
C -3.63201 3.59666 0.86232
C -3.58019 3.71294 -0.52461
C -4.57585 4.40527 -1.20272
H -6.39393 5.53223 -1.02188
H -6.48158 5.33375 1.44194
H -4.72262 4.08338 2.64772
H -2.85555 3.05439 1.39200
H -2.76151 3.26221 -1.07666
H -4.53832 4.49132 -2.28211
C 4.14843 -8.20300 -1.12052
C 4.10116 -6.91844 -0.59365
C 3.11790 -6.58051 0.32826
C 2.18700 -7.53093 0.73074
C 2.23660 -8.81667 0.20637
C 3.21436 -9.15177 -0.72223
H 4.91337 -8.46534 -1.84182
H 4.83166 -6.17891 -0.90232
H 3.07785 -5.57582 0.73453
H 1.42289 -7.26927 1.45385
H 1.51190 -9.55837 0.52146
H 3.24947 -10.15293 -1.13477
C -8.19330 2.37511 4.52992
C -8.01298 2.22974 5.89992
C -7.45994 3.26590 6.64250
C -7.09583 4.45186 6.01637
C -7.27955 4.59873 4.64696
C -7.82425 3.55906 3.90283
H -8.62184 1.56552 3.95040
H -8.30329 1.30748 6.38962
H -7.31359 3.14980 7.70976
H -6.66919 5.26172 6.59629
H -6.99703 5.52512 4.15901
H -7.96267 3.67184 2.83352
C 6.07933 3.65661 -3.76003
C 6.39949 4.62316 -2.81433
C 5.70131 4.68100 -1.61462
C 4.68847 3.76560 -1.35618
C 4.37088 2.79692 -2.30054
C 5.06302 2.74451 -3.50424
H 6.62205 3.61414 -4.69691
H 7.19388 5.33281 -3.01310
H 5.94702 5.43890 -0.88037
H 4.14695 3.80771 -0.41797
H 3.58117 2.08111 -2.09823
H 4.81122 1.99196 -4.24261
*
```

Values from the calculation:
Total energy in a.u.: -1503.0363
Orbital gap in eV: 6.14
ΔE to the lowest compared entry with this formula, charge and spin in kJ/mol: 664.89
HOMO energy in Ha: -0.406

From a Mulliken analysis of the wavefunction, the atomic charges in e read: -0.52 -0.69 0.48 -0.23 -0.23 0.36 -0.74 -0.29 0.27 0.32 0.51 0.46 0.45 0.29 0.54 -0.42 -0.57 -0.46 -0.02 -0.49 -0.48 0.38 0.43 0.53 0.26 0.43 0.41 -0.54 -0.26 -0.24 -0.47 -0.37 -0.45 0.38 0.36 0.42 0.43 0.36 0.39 -0.44 -0.31 -0.42 -0.38 -0.38 -0.37 0.37 0.43 0.43 0.36 0.36 0.37 -0.48 -0.35 -0.37 -0.44 -0.31 -0.22 0.37 0.36 0.36 0.37 0.38 0.34 -0.40 -0.42 -0.37 -0.40 -0.26 -0.43 0.37 0.37 0.37 0.33 0.46 0.40

---

No. 2
DFT (ωB97M-V with the def2-TZVPD basis set) results for a cluster of 7 separate species, C60H69BrCl2F6NO8PSi in total at a distorted geometry.

```
! RIJCOSX wB97M-V def2-TZVPD def2/J DEFGRID3
* xyz 0 1
C -4.89735 -1.33572 -4.94687
C -5.97597 -1.08196 -3.89640
C -5.53719 -0.11455 -2.78390
C -4.74542 -0.87671 -1.70902
O -3.55656 -0.27258 -1.24619
C -3.45031 0.66573 -0.18261
Si -4.96380 0.73795 1.03786
C -6.53607 1.20668 0.11029
C -5.22460 -1.01297 1.71967
C -4.88307 1.88184 2.51884
O -3.16200 1.91123 -0.85892
C -1.95576 2.54109 -0.38903
C -1.36634 3.52848 -1.43115
C -1.02898 4.95568 -1.03974
C 0.20795 5.06195 -0.16995
O 1.20717 4.44394 -0.40742
O 0.16031 5.92225 0.86025
C -2.47210 3.44444 0.78878
Cl -1.64090 3.69189 2.28989
C -3.55050 4.22682 0.60181
C -4.37780 4.40162 -0.63564
Cl -4.08854 5.34565 1.80725
C -1.07429 1.22724 -0.25614
C 0.37569 1.26971 0.34771
C 0.79906 1.77368 1.72587
C 2.11821 1.13836 2.07764
O 2.24094 0.27428 2.88643
O 3.21024 1.64927 1.39884
C -0.73799 0.54633 -1.66045
C -0.94974 1.12789 -3.07336
C -2.33517 1.18542 -3.69055
Br 0.02852 -0.17250 -4.23268
C -2.05531 0.30615 0.49173
N -2.20121 0.62843 1.92491
C -1.92387 -0.05477 2.88305
O -1.69387 -0.71147 3.78602
P -1.68206 -1.50634 0.42214
O -0.30689 -1.79087 0.88634
H -5.31441 -1.90519 -5.77211
H -4.09591 -1.93521 -4.52173
H -4.50399 -0.39133 -5.31169
H -6.20143 -2.03478 -3.40737
H -6.91698 -0.76530 -4.33773
H -6.44477 0.31086 -2.37745
H -4.92167 0.66735 -3.22028
H -4.40702 -1.79058 -2.19882
H -5.43750 -1.23323 -0.94540
H -7.16612 1.81071 0.75804
H -7.07527 0.32970 -0.22822
H -6.30285 1.83015 -0.75133
H -4.80563 -1.80209 1.10786
H -6.29373 -1.16437 1.84415
H -4.76814 -1.06052 2.70699
H -5.20394 1.31084 3.39094
H -3.92019 2.30715 2.76428
H -5.60945 2.68414 2.40954
H -0.39502 3.11790 -1.68704
H -1.96741 3.49719 -2.33111
H -1.84788 5.56931 -0.67386
H -0.70997 5.43622 -1.96777
H -0.66805 6.41573 0.83383
H -4.32897 5.44793 -0.93044
H -5.42116 4.19608 -0.39874
H -4.09605 3.74616 -1.44242
H 0.72044 0.23944 0.29118
H 0.97318 1.82030 -0.37862
H 0.15056 1.54584 2.55172
H 0.97720 2.84463 1.73136
H 3.34501 1.09962 0.61650
H 0.31530 0.29600 -1.64678
H -1.22577 -0.41705 -1.72421
H -0.41694 2.03829 -3.29193
H -2.21408 1.31864 -4.76373
H -2.83587 0.23813 -3.55147
H -2.92962 2.01546 -3.33362
H -2.70029 -2.10829 1.18021
H -1.87612 -2.01047 -0.86928
F -2.18361 -3.83674 -6.02429
C -0.92765 -4.30584 -6.20012
C 0.02108 -4.04739 -5.23196
C 1.30355 -4.54271 -5.40808
C 1.61812 -5.27437 -6.54603
C 0.64799 -5.51580 -7.50822
C -0.64089 -5.03340 -7.33602
H -0.24705 -3.47097 -4.35615
H 2.05701 -4.36093 -4.65356
H 2.62023 -5.66009 -6.67924
H 0.88904 -6.08618 -8.39498
H -1.41536 -5.21778 -8.06256
F 7.25987 6.27799 5.47419
C 6.43503 5.44039 4.80268
C 6.51997 4.08467 5.04350
C 5.66296 3.23515 4.35833
C 4.74856 3.74443 3.44582
C 4.68770 5.11305 3.22031
C 5.53315 5.97452 3.90562
H 7.23909 3.70732 5.75221
H 5.70952 2.16950 4.53881
H 4.08505 3.07910 2.91207
H 3.97828 5.51296 2.50751
H 5.49434 7.04475 3.75025
F 8.62136 2.15176 6.52387
C 8.55745 1.54580 7.73006
C 8.86433 2.27719 8.85847
C 8.79205 1.65175 10.09423
C 8.42395 0.31649 10.18246
C 8.12273 -0.39689 9.03073
C 8.18498 0.21919 7.78969
H 9.15350 3.31529 8.76481
H 9.02359 2.21069 10.99053
H 8.37124 -0.16707 11.14832
H 7.83778 -1.43795 9.09648
H 7.94795 -0.31509 6.87960
F -1.71563 -7.28021 -9.07411
C -2.08461 -8.37764 -8.37379
C -2.38827 -8.24380 -7.03428
C -2.75931 -9.37496 -6.32304
C -2.81675 -10.61086 -6.95227
C -2.50381 -10.71761 -8.30003
C -2.13543 -9.59301 -9.02374
H -2.32749 -7.27348 -6.56058
H -3.00152 -9.28895 -5.27274
H -3.10363 -11.49010 -6.39174
H -2.54368 -11.68001 -8.79171
H -1.89107 -9.65179 -10.07580
F -0.18854 -8.09043 -3.49416
C 1.05430 -7.92552 -2.99699
C 2.13428 -8.03245 -3.84875
C 3.41056 -7.85607 -3.33623
C 3.58980 -7.58589 -1.98625
C 2.48789 -7.48634 -1.14824
C 1.20617 -7.65312 -1.65287
H 1.97174 -8.24717 -4.89660
H 4.26644 -7.92862 -3.99358
H 4.58650 -7.45132 -1.58866
H 2.62440 -7.27722 -0.09609
H 0.33402 -7.57224 -1.01830
F 2.85421 10.27125 8.61010
C 2.81737 9.19840 7.79184
C 3.99505 8.54253 7.49652
C 3.94964 7.43916 6.65701
C 2.74098 7.01387 6.12370
C 1.57087 7.69251 6.43406
C 1.60247 8.79377 7.27789
H 4.92723 8.89412 7.91773
H 4.85966 6.90878 6.42048
H 2.71551 6.15402 5.46715
H 0.62765 7.36480 6.01794
H 0.70214 9.33389 7.53812
*
```

Values from the calculation:
Total energy in a.u.: -7708.7980
Orbital gap in eV: 8.98
SMILES: CCCCO[C@]1([Si](C)(C)C)O[C@@](CCC(=O)O)(/C(Cl)=C(\C)Cl)[C@](CCC(=O)O)(C[C@H](C)Br)[C@]1(N=C=O)[PH2]=O.Fc1ccccc1.Fc1ccccc1.Fc1ccccc1.Fc1ccccc1.Fc1ccccc1.Fc1ccccc1
HOMO energy in Ha: -0.326

Mulliken population analysis, charges in e, atoms 1 to 99: -0.96 -1.06 0.15 -1.07 -0.22 0.39 1.21 -1.59 -1.55 -1.27 -0.32 1.34 -1.08 -1.08 0.30 -0.56 -0.47 -0.05 0.02 0.19 -1.46 -0.16 1.52 -1.51 -0.29 0.00 -0.55 -0.50 -1.82 -0.23 -0.83 -0.10 -0.85 -0.02 0.37 -0.49 0.91 -0.78 0.47 0.17 0.22 0.33 0.44 0.35 -0.06 0.75 0.17 0.53 0.40 0.29 0.32 0.44 0.42 0.51 0.28 0.38 0.33 0.21 0.56 0.46 0.39 0.45 0.41 0.11 1.29 0.73 0.32 0.20 0.32 0.64 0.34 0.59 0.71 -0.09 0.07 0.09 -0.09 -0.30 0.48 -0.51 -0.54 -0.63 -0.37 -0.80 0.70 0.44 0.45 0.42 0.64 -0.39 0.18 -0.50 -0.55 -0.32 -0.56 -0.27 0.53 0.45 0.47